*1*
Computed, not measured: a molecular structure, CH5NO, with ωB97M-V/def2-TZVPD.

Calculated values
LUMO level in eV: -0.03
HOMO level in eV: -9.1
Gap between HOMO and LUMO in Ha: 0.3340

Each line ends with the natural charge from an NBO analysis.
Geometry (Å):
C 0.641 0.252 1.063  0.024
N -0.293 0.747 0.287  -0.708
H 0.333 -0.391 1.907  0.140
H 1.733 0.324 0.964  0.150
H 0.202 1.573 0.897  0.399
H -1.512 -0.913 -2.196  0.473
H -0.414 -0.450 -1.162  0.481
O -0.690 -1.142 -1.760  -0.958


*2*
Computed, not measured: 2 unconnected molecules or ions with the total composition CH5NO, with ωB97M-V/def2-TZVPD.

Calculated values
LUMO level in eV: 0.83
HOMO level in eV: -9.9
Gap between HOMO and LUMO in Ha: 0.3949
SMILES: C=O.N

Each line ends with the natural charge from an NBO analysis.
Geometry (Å):
C -1.116 0.336 0.037  0.264
H -1.114 1.397 -0.014  0.109
H -0.103 -0.230 0.007  0.122
H 3.376 0.314 -0.311  0.361
H 2.042 0.693 0.473  0.357
H 2.559 -0.930 0.455  0.366
N 2.418 -0.102 -0.082  -1.081
O -2.124 -0.319 -0.032  -0.498


Relative energies in kcal/mol: *1* 63.1; *2* 0.0


*1*
Computed, not measured: 2 unconnected molecules or ions with the total composition C12H17N, with ωB97M-V/def2-TZVPD.

Calculated values
LUMO level in eV: 0.89
HOMO level in eV: -7.9
Gap between HOMO and LUMO in Ha: 0.3213
SMILES: Cc1c[nH]c2ccccc12.CCC

Each line ends with the natural charge from an NBO analysis.
Geometry (Å):
C 0.861 0.905 2.905  -0.629
C 0.221 -1.994 0.632  0.139
C -0.233 -0.879 1.370  -0.098
C 0.901 -0.308 2.042  -0.089
C 1.932 -1.154 1.802  -0.025
C -0.650 -2.861 -0.019  -0.235
C -1.991 -2.519 -0.068  -0.220
C -2.413 -1.314 0.496  -0.243
C -1.547 -0.445 1.133  -0.186
N 1.551 -2.152 0.927  -0.531
H -0.234 -3.743 -0.493  0.211
H -2.693 -3.200 -0.522  0.215
H 2.204 -2.896 0.764  0.410
H -3.440 -0.979 0.391  0.211
H 2.925 -1.180 2.230  0.207
H -1.823 0.547 1.464  0.212
H 0.061 0.792 3.638  0.215
H 0.590 1.813 2.382  0.215
H 1.763 1.060 3.495  0.219
C 0.727 1.803 -2.468  -0.403
C -0.474 0.960 -2.881  -0.614
C 0.441 2.834 -1.381  -0.613
H 1.069 2.403 -3.291  0.198
H 1.476 1.094 -2.130  0.201
H -1.217 1.434 -3.531  0.204
H -0.066 0.257 -3.626  0.202
H 1.011 3.754 -1.475  0.204
H 0.566 2.447 -0.360  0.202
H -0.925 0.347 -2.102  0.216
H -0.594 3.173 -1.321  0.203


*2*
Computed, not measured: 2 unconnected molecules or ions with the total composition C12H17N, with ωB97M-V/def2-TZVPD.

Calculated values
LUMO level in eV: 0.92
HOMO level in eV: -7.7
Gap between HOMO and LUMO in Ha: 0.3152
SMILES: Cc1c[nH]c2ccccc12.CCC

Each line ends with the natural charge from an NBO analysis.
Geometry (Å):
C 1.996 0.790 2.643  -0.646
C 0.546 1.352 -0.833  0.136
C 1.384 0.613 0.089  -0.074
C 1.087 1.062 1.478  -0.073
C 0.033 1.952 1.360  -0.034
C 0.718 1.063 -2.114  -0.250
C 1.772 0.216 -2.591  -0.211
C 2.809 -0.239 -1.647  -0.221
C 2.425 -0.141 -0.304  -0.222
N -0.366 2.029 0.023  -0.538
H 0.145 1.625 -2.716  0.201
H 1.678 -0.005 -3.673  0.217
H -1.195 2.473 -0.237  0.404
H 3.858 -0.414 -1.939  0.223
H -0.633 2.397 2.026  0.208
H 3.208 -0.506 0.349  0.209
H 2.911 0.127 2.445  0.225
H 1.268 0.288 3.372  0.225
H 2.374 1.736 3.084  0.224
C -2.797 -1.618 -0.432  -0.398
C -2.750 -0.316 0.290  -0.620
C -1.540 -2.598 -0.197  -0.609
H -3.259 -1.445 -1.394  0.213
H -3.692 -2.210 0.201  0.173
H -1.655 0.078 0.190  0.208
H -3.407 0.481 -0.198  0.193
H -0.609 -2.028 -0.186  0.215
H -1.432 -3.158 -1.024  0.203
H -3.092 -0.237 1.282  0.207
H -1.784 -3.368 0.650  0.211


Relative energies in kcal/mol: *1* 0.0; *2* 65.7


*1*
Computed, not measured: 2 unconnected molecules or ions with the total composition C7H8N2O4S, with ωB97M-V/def2-TZVPD.

Calculated values
LUMO level in eV: -0.34
HOMO level in eV: -7.9
Gap between HOMO and LUMO in Ha: 0.2782

Each line ends with the natural charge from an NBO analysis.
Geometry (Å):
C -2.182 -0.609 1.857  -0.234
C -0.989 -0.957 2.468  -0.177
C -2.104 0.224 0.780  -0.176
C 0.192 -0.502 1.888  -0.007
C -0.438 -2.120 -1.715  0.854
C -0.918 0.749 0.206  -0.012
C 1.412 0.408 0.150  -0.580
N 0.461 -1.802 -2.438  -0.782
N 0.272 0.345 0.819  -0.230
O 0.703 0.933 -2.268  -1.008
O -1.378 -2.383 -1.055  -0.554
O 1.174 2.844 -0.998  -0.935
O 2.997 1.313 -1.653  -0.863
S 1.462 1.462 -1.213  2.354
H -3.141 -0.675 2.330  0.231
H -0.938 -1.498 3.488  0.241
H -2.993 0.687 0.239  0.235
H 1.036 -0.780 2.410  0.214
H -0.796 1.305 -0.665  0.239
H 2.387 0.567 0.720  0.231
H 0.797 -0.894 -2.793  0.462
H 2.984 1.380 -2.557  0.495


*2*
Computed, not measured: 2 unconnected molecules or ions with the total composition C7H8N2O4S, with ωB97M-V/def2-TZVPD.

Calculated values
LUMO level in eV: -1.24
HOMO level in eV: -8.3
Gap between HOMO and LUMO in Ha: 0.2597

Each line ends with the natural charge from an NBO analysis.
Geometry (Å):
C 1.071 -1.992 0.140  -0.208
C 2.198 -1.242 0.303  -0.207
C 0.956 0.649 -0.561  -0.183
C -0.179 -1.472 -0.343  0.013
C 2.127 0.151 0.003  0.017
C -0.257 -0.104 -0.651  -0.249
C -1.290 -2.473 -0.099  -0.624
N -3.223 2.346 1.541  0.019
N 3.256 1.023 0.124  0.530
O 4.334 0.573 0.434  -0.384
O 3.042 2.181 -0.099  -0.369
O -2.998 3.252 0.749  -0.286
O -1.406 2.128 -1.386  -0.829
S -1.792 0.570 -1.035  0.592
H 1.249 -3.057 0.508  0.223
H 3.201 -1.489 0.600  0.248
H 0.777 1.709 -0.852  0.267
H -0.987 -3.426 -0.184  0.222
H -1.738 -2.158 0.857  0.230
H -2.046 -2.257 -0.878  0.212
H -2.119 2.608 -1.012  0.495
H -4.174 2.482 1.839  0.269


Relative energies in kcal/mol: *1* 0.0; *2* 84.8


*1*
Computed, not measured: a gas-phase ion, C9H16N (charge +1), with ωB97M-V/def2-TZVPD.

Calculated values
LUMO level in eV: -3.12
HOMO level in eV: -12.8
Gap between HOMO and LUMO in Ha: 0.3561
Charge: +1
SMILES: C=C[N@H+](C)/C(C)=C/C=C/C

Each line ends with the natural charge from an NBO analysis.
Geometry (Å):
C -1.795 -1.148 -0.638  -0.261
C -0.350 -1.029 -0.859  -0.210
C 3.274 -1.547 -0.300  -0.328
C 2.738 -0.432 0.237  -0.066
C -2.263 0.041 -0.327  -0.090
C 0.219 -0.172 -0.034  0.186
C -3.730 0.237 0.083  -0.666
C -0.203 0.215 1.358  -0.712
C 1.566 1.912 -0.160  -0.381
N 1.664 0.388 -0.396  -0.415
H -2.418 -1.978 -0.552  0.238
H -0.002 -1.479 -1.748  0.236
H 3.842 -2.368 0.160  0.261
H 2.995 -1.775 -1.321  0.201
H 3.065 -0.099 1.222  0.230
H -1.806 0.947 -0.723  0.193
H -3.767 -0.090 1.141  0.225
H -4.445 -0.356 -0.521  0.241
H -3.999 1.267 0.034  0.224
H -0.631 1.232 1.325  0.241
H 0.660 -0.062 2.042  0.239
H -0.978 -0.588 1.682  0.280
H 0.524 2.122 -0.371  0.232
H 1.832 2.084 0.878  0.235
H 2.272 2.357 -0.810  0.234
H 1.735 0.322 -1.403  0.433


*2*
Computed, not measured: 2 unconnected molecules or ions with the total composition C9H16N, with ωB97M-V/def2-TZVPD.

Calculated values
LUMO level in eV: -3.15
HOMO level in eV: -12.8
Gap between HOMO and LUMO in Ha: 0.3538
Charge: +1

Each line ends with the natural charge from an NBO analysis.
Geometry (Å):
C -0.516 0.689 3.036  -0.656
C 1.991 0.190 0.224  -0.235
C 1.467 1.002 -0.750  -0.260
C 1.475 0.191 1.525  -0.207
C 0.269 0.814 1.779  -0.022
C 0.288 1.742 -0.475  -0.262
C -0.218 1.713 0.806  -0.199
H 2.864 -0.382 0.040  0.230
H 1.859 1.196 -1.741  0.236
H 1.900 -0.496 2.245  0.230
H -0.004 2.494 -1.200  0.236
H -0.793 1.663 3.427  0.241
H -0.017 0.157 3.851  0.234
H -1.038 2.381 1.063  0.227
H -1.496 0.201 3.004  0.229
C -1.011 -2.246 -1.730  -0.223
C -1.816 -1.769 -2.935  -0.644
N -0.772 -1.078 -0.804  -0.675
H -1.593 -2.976 -1.173  0.226
H -0.029 -2.572 -2.060  0.227
H -2.356 -2.583 -3.424  0.260
H -1.174 -1.301 -3.677  0.235
H -0.420 -0.316 -1.372  0.461
H -1.673 -0.858 -0.399  0.438
H -0.095 -1.451 -0.141  0.457
H -2.632 -1.144 -2.565  0.216


Relative energies in kcal/mol: *1* 85.8; *2* 0.0


*1*
Computed, not measured: a molecular structure, CH3NOS2, with ωB97M-V/def2-TZVPD.

Calculated values
LUMO level in eV: -0.66
HOMO level in eV: -9.4
Gap between HOMO and LUMO in Ha: 0.3230

Each line ends with the natural charge from an NBO analysis.
Geometry (Å):
C 0.573 -0.612 0.292  -0.339
N 0.257 0.145 -0.889  -0.810
O -2.245 0.963 0.187  -0.851
S 0.678 0.802 1.419  0.085
S -0.549 1.493 -0.187  1.068
H -0.246 -1.319 0.799  0.218
H 1.491 -1.099 0.141  0.209
H 0.041 -0.374 -1.762  0.418


*2*
Computed, not measured: 2 unconnected molecules or ions with the total composition CH3NOS2, with ωB97M-V/def2-TZVPD.

Calculated values
LUMO level in eV: -0.51
HOMO level in eV: -8.8
Gap between HOMO and LUMO in Ha: 0.3046

Each line ends with the natural charge from an NBO analysis.
Geometry (Å):
C -0.452 0.284 -0.359  -0.346
N 1.549 0.387 -0.884  -0.736
O 3.643 -1.249 -0.738  -0.863
S 2.501 1.379 0.185  0.130
S 2.533 -0.786 0.105  1.230
H -0.697 -0.794 -0.458  0.203
H -0.458 0.542 0.650  0.181
H -0.970 1.007 -0.920  0.201


Relative energies in kcal/mol: *1* 0.0; *2* 9.8


*1*
Computed, not measured: 2 unconnected molecules or ions with the total composition C3H9O3, with ωB97M-V/def2-TZVPD.

Calculated values
LUMO level in eV: 3.85
HOMO level in eV: -2.6
Gap between HOMO and LUMO in Ha: 0.2379
Charge: -1

Each line ends with the natural charge from an NBO analysis.
Geometry (Å):
C -0.106 -1.235 0.385  -0.503
C 0.746 -0.546 -0.590  -0.074
O 0.591 -0.887 -2.019  -0.755
C -0.050 -0.352 1.739  0.032
O -1.106 0.427 1.882  -0.942
H -1.181 -1.258 0.210  0.211
H 0.227 -2.275 0.609  0.166
H 1.820 -0.701 -0.420  0.166
H 0.522 0.513 -0.454  0.154
H -0.208 -0.389 -2.237  0.455
H 0.955 0.243 1.550  0.026
H 0.263 -0.994 2.601  0.072
H -1.165 3.186 -1.075  0.463
H -0.719 1.775 -0.778  0.488
O -0.589 2.493 -1.404  -0.959


*2*
Computed, not measured: 2 unconnected molecules or ions with the total composition C3H9O3, with ωB97M-V/def2-TZVPD.

Calculated values
LUMO level in eV: 3.88
HOMO level in eV: -3.3
Gap between HOMO and LUMO in Ha: 0.2650
Charge: -1

Each line ends with the natural charge from an NBO analysis.
Geometry (Å):
C 0.493 -0.253 -0.652  -0.019
O 1.333 -0.267 0.444  -0.939
C -1.055 -0.512 -0.425  -0.498
C -1.402 0.404 0.750  -0.075
O -2.843 0.216 1.189  -0.775
H 0.580 0.669 -1.239  0.102
H 0.802 -1.097 -1.292  0.102
H -1.096 -1.600 -0.363  0.198
H -1.559 -0.218 -1.349  0.177
H -0.781 0.037 1.561  0.209
H -1.417 1.465 0.543  0.174
H -3.075 -0.506 0.595  0.452
H 3.940 0.482 0.553  0.436
H 2.566 0.401 -0.065  0.501
O 3.513 0.778 -0.251  -1.044


Relative energies in kcal/mol: *1* 10.5; *2* 0.0